Molecular formula: C18H32Br10F6FeO4
Method: DFT, the ωB97M-V functional and the def2-TZVPD basis

Calculated values
Frontier orbital gap (spin up / spin down) (eV): 9.77 / 8.98
ΔE to the lowest compared entry with this formula, charge and spin (kcal per mole): 0.00
Charge: 0
Total energy (hartree): -28609.087068
Spin multiplicity: 5
<S²>: 6.007
LUMO level (spin up / spin down) (eV): 0.0 / -0.8

```
71
C18H32Br10F6FeO4 | OMol25 | the ωB97M-V functional and the def2-TZVPD basis
Fe -11.254 -2.856 -10.258
C -11.752 -5.431 -10.240
O -12.055 -4.550 -9.140
O -11.343 -4.617 -11.212
C -10.765 -6.530 -9.852
F -10.271 -7.097 -10.957
F -9.751 -6.070 -9.101
F -11.406 -7.474 -9.140
C -12.634 -5.030 -7.928
C -12.587 -3.903 -6.913
H -11.584 -3.763 -6.508
H -12.882 -2.928 -7.311
H -13.275 -4.107 -6.090
H -12.082 -5.866 -7.498
H -13.676 -5.320 -8.095
H -12.722 -5.925 -10.435
C -12.486 -0.611 -9.460
O -12.894 -1.663 -10.360
O -11.234 -0.981 -9.162
C -12.551 0.733 -10.178
F -13.815 1.149 -10.424
F -11.956 1.670 -9.429
F -11.910 0.669 -11.358
C -14.248 -1.797 -10.843
C -14.163 -2.083 -12.337
H -13.553 -2.951 -12.593
H -15.134 -2.112 -12.828
H -13.624 -1.256 -12.818
H -14.936 -0.978 -10.676
H -14.615 -2.728 -10.399
H -13.127 -0.671 -8.567
Br -12.301 -6.650 -15.848
C -11.505 -6.054 -14.134
C -10.190 -6.773 -13.972
Br -8.907 -6.218 -15.346
H -12.294 -6.285 -13.422
H -11.418 -4.973 -14.159
H -10.319 -7.846 -14.040
H -9.669 -6.428 -13.087
Br -8.338 -10.066 -12.943
C -6.862 -9.271 -11.962
C -7.159 -7.816 -11.710
Br -5.638 -6.855 -10.984
H -5.927 -9.392 -12.503
H -6.757 -9.823 -11.031
H -7.985 -7.661 -11.027
H -7.398 -7.317 -12.647
Br -12.148 -10.485 -6.477
C -10.698 -11.468 -7.418
C -9.897 -10.452 -8.166
Br -8.293 -11.307 -8.904
H -11.276 -12.149 -8.027
H -10.174 -11.949 -6.603
H -9.612 -9.612 -7.546
H -10.423 -10.101 -9.049
Br -12.472 -10.601 -11.337
C -13.296 -9.535 -12.770
C -14.298 -8.590 -12.200
Br -15.379 -7.733 -13.551
H -13.662 -10.260 -13.488
H -12.448 -9.036 -13.232
H -13.836 -7.840 -11.559
H -14.993 -9.070 -11.513
Br -12.405 -5.576 -2.713
C -11.176 -7.034 -3.083
C -11.110 -7.351 -4.552
Br -9.554 -8.460 -4.951
H -11.563 -7.867 -2.503
H -10.178 -6.820 -2.714
H -10.972 -6.431 -5.115
H -11.946 -7.919 -4.946
```

Results of the Mulliken charge analysis, in e, for atoms 1 through 4: Fe 0.5300; C 1.0754; O -0.4462; O -1.3007

---

Molecular formula: CHIOS2
Method: DFT, the ωB97M-V functional and the def2-TZVPD basis

Calculated values
Frontier orbital gap (eV): 7.43
ΔE to the lowest compared entry with this formula, charge and spin (kcal per mole): 45.00
Charge: 0
Total energy (hartree): -1207.939102
LUMO level (eV): -1.7

```
6
CHIOS2 | OMol25 | the ωB97M-V functional and the def2-TZVPD basis
C -0.150 0.392 -0.111
O 1.612 -0.998 0.990
S 0.125 -0.438 -1.692
S 0.242 -1.194 0.636
I -2.242 0.942 0.072
H 0.412 1.296 0.104
```

Results of the Mulliken charge analysis, in e, for atoms 1 through 4: C -0.4378; O -0.4068; S -0.1490; S 0.4701

---

Molecular formula: C3O2Tm
Method: DFT, the ωB97M-V functional and the def2-TZVPD basis

Calculated values
Frontier orbital gap (spin up / spin down) (eV): 6.36 / 6.45
ΔE to the lowest compared entry with this formula, charge and spin (kcal per mole): 0.00
Charge: 0
Total energy (hartree): -1349.663991
Spin multiplicity: 4
<S²>: 3.758
LUMO level (spin up / spin down) (eV): -0.5 / -2.0

```
6
C3O2Tm | OMol25 | the ωB97M-V functional and the def2-TZVPD basis
O 0.149 1.508 0.085
C 3.083 0.373 1.255
C 2.063 -0.193 0.826
O 0.886 -0.601 0.335
C -0.105 0.328 -0.042
Tm -2.342 -0.699 -0.898
```

Results of the Mulliken charge analysis, in e, for atoms 1 through 4: O -0.4753; C -0.5050; C 0.5654; O -0.3557